A molecular structure, C24H24N2O3Os, computed with the ωB97M-V functional and the def2-TZVPD basis.

The value obtained for the maximum force is 0.0110 Eh/bohr. For the LUMO energy (spin up / spin down), the calculation gives -8.578 / -8.577 eV. Its charge is +2.

Each line ends with the natural charge from an NBO analysis.
Cartesian coordinates (Å):
Os: 0.145 0.087 -0.787  1.255
C: -2.097 3.879 0.126  -0.246
O: -0.815 4.521 0.110  -0.487
C: 0.253 3.967 0.710  0.268
C: 1.120 4.839 1.359  -0.173
C: 2.266 4.391 2.006  -0.163
C: 2.569 3.045 2.031  -0.150
C: 1.747 2.142 1.352  -0.182
C: 2.018 0.747 1.461  0.196
N: 1.401 -0.166 0.779  -0.275
N: 1.559 -1.463 1.213  -0.311
C: 0.598 -2.192 0.752  0.542
O: -0.348 -1.603 -0.013  -0.590
C: 0.459 -3.618 1.014  -0.123
C: 1.496 -4.303 1.654  -0.156
C: 1.366 -5.656 1.904  -0.201
C: 0.207 -6.324 1.525  -0.140
C: -0.827 -5.643 0.894  -0.206
C: -0.704 -4.290 0.635  -0.172
C: 0.593 2.604 0.675  0.299
O: -0.197 1.776 -0.038  -0.561
H: -2.813 4.670 -0.073  0.227
H: -2.297 3.443 1.105  0.196
H: -2.174 3.113 -0.645  0.166
H: 0.858 5.889 1.357  0.261
H: 2.904 5.102 2.511  0.255
H: 3.434 2.681 2.569  0.243
H: 2.727 0.393 2.203  0.254
H: 2.391 -3.774 1.952  0.234
H: 2.164 -6.192 2.397  0.241
H: 0.107 -7.382 1.727  0.240
H: -1.729 -6.167 0.613  0.238
H: -1.515 -3.754 0.160  0.220
C: 0.347 2.967 -2.832  -0.667
C: 0.318 1.479 -2.719  0.147
C: -0.905 0.769 -2.782  -0.239
C: -0.955 -0.640 -2.721  0.040
C: -2.254 -1.380 -2.805  -0.648
C: 0.281 -1.339 -2.613  -0.125
C: 1.508 -0.692 -2.403  0.038
C: 2.792 -1.450 -2.222  -0.653
C: 1.485 0.750 -2.367  -0.278
H: 0.242 3.435 -1.851  0.272
H: -0.477 3.316 -3.452  0.262
H: 1.289 3.298 -3.265  0.262
H: -1.825 1.326 -2.905  0.280
H: -2.629 -1.600 -1.804  0.265
H: -2.122 -2.327 -3.325  0.259
H: -3.001 -0.790 -3.330  0.258
H: 0.257 -2.421 -2.541  0.270
H: 3.038 -1.574 -1.166  0.260
H: 3.611 -0.919 -2.703  0.260
H: 2.710 -2.439 -2.667  0.260
H: 2.414 1.276 -2.182  0.282

Forces on the atoms, in the same order (eV/Å):
0.007 -0.121 -0.554
-0.044 0.002 0.114
0.042 -0.073 -0.276
0.088 0.198 0.242
-0.078 -0.036 -0.015
0.044 -0.056 0.018
-0.004 0.080 -0.002
0.010 -0.050 0.012
-0.024 0.040 -0.010
0.011 -0.043 0.181
0.016 0.047 -0.021
-0.094 -0.007 -0.011
-0.010 -0.025 0.052
0.019 0.000 0.015
0.002 -0.007 0.005
-0.003 0.006 0.000
-0.002 -0.001 -0.001
-0.002 0.002 -0.002
0.009 -0.013 -0.006
0.013 -0.129 -0.157
-0.068 0.193 0.336
-0.014 -0.007 0.017
0.009 -0.014 -0.007
0.019 -0.004 -0.013
0.002 0.000 0.003
0.002 -0.001 0.001
0.000 -0.004 0.000
-0.018 -0.015 0.015
-0.003 0.005 -0.002
-0.001 0.000 0.001
0.000 0.000 0.000
0.001 -0.002 0.001
0.002 0.006 0.000
0.008 -0.025 -0.005
0.044 -0.032 -0.017
0.012 0.047 0.117
0.049 0.030 -0.013
0.024 -0.038 0.023
0.004 -0.060 0.040
-0.024 0.072 0.047
-0.016 -0.008 -0.006
0.011 0.040 -0.107
-0.014 0.016 -0.012
0.001 0.001 -0.001
0.002 -0.003 -0.003
-0.018 -0.034 0.016
0.011 -0.009 0.005
0.009 0.010 -0.017
-0.015 -0.002 0.018
-0.023 0.002 -0.014
0.001 0.021 0.004
0.002 -0.003 -0.002
0.002 -0.005 0.016
0.000 0.011 -0.026